No. 1
54
Properties=species:S:1:pos:R:3:forces:R:3 method="wB97M-V/def2-TZVPD" homo_lumo_gap_ev=9.69 charge=0 smiles=CCCCB1OBOB(C[C@H](C)I)O1.c1ccccc1.c1ccccc1
C -4.7758 0.2909 1.7355 -0.1 0.0 0.1
C -5.9853 0.3745 0.8014 0.3 0.1 0.0
C -5.7487 1.2426 -0.4545 -0.2 -0.1 0.0
C -5.8896 0.4962 -1.7874 0.0 0.0 0.2
B -4.9046 -0.6880 -2.0302 -0.2 -0.7 0.0
O -4.8601 -1.3442 -3.2600 0.3 0.6 -0.2
B -3.6420 -1.7980 -3.7080 -0.1 -0.5 0.1
O -2.5515 -1.8081 -2.8548 0.1 0.6 -0.3
B -2.6794 -1.1421 -1.6458 -0.1 -0.6 0.1
C -1.4717 -0.3996 -0.9655 0.1 -0.3 0.0
C -0.3986 -1.3678 -0.4672 -0.1 0.2 0.1
C -0.9800 -2.5341 0.3196 0.2 -0.1 0.1
I 0.9947 -0.2672 0.7854 -0.2 0.0 0.0
O -3.9526 -1.0909 -1.1036 0.2 1.0 0.0
H -4.0585 -0.4519 1.3926 0.1 0.0 -0.1
H -4.2651 1.2534 1.8053 0.0 0.0 0.0
H -5.0777 0.0183 2.7480 0.0 -0.1 0.0
H -6.8204 0.7876 1.3689 -0.1 -0.1 -0.1
H -6.2616 -0.6377 0.4960 -0.1 0.0 0.1
H -6.4756 2.0581 -0.4521 0.1 0.1 0.0
H -4.7668 1.7188 -0.3925 0.0 -0.1 0.0
H -6.9196 0.1467 -1.9187 0.0 0.0 0.0
H -5.7236 1.1900 -2.6211 -0.1 0.0 0.0
H -3.5106 -2.1706 -4.8272 0.0 -0.1 0.0
H -1.0271 0.2740 -1.7038 0.0 0.1 0.0
H -1.8467 0.2056 -0.1390 0.0 0.0 0.0
H 0.2225 -1.7020 -1.2937 0.0 -0.1 0.1
H -0.2656 -2.9465 1.0282 0.0 0.0 0.0
H -1.2446 -3.3445 -0.3647 -0.2 0.1 0.0
H -1.8598 -2.2208 0.8845 0.0 0.0 0.0
C 4.0188 -1.0127 -1.5499 0.0 0.0 0.0
C 4.8552 -0.9006 -2.6527 0.0 0.0 0.0
C 5.8728 -1.8234 -2.8509 0.0 0.0 0.0
C 6.0559 -2.8588 -1.9446 0.0 0.0 0.0
C 5.2232 -2.9683 -0.8397 0.0 0.0 0.0
C 4.2045 -2.0457 -0.6416 0.0 0.0 0.0
H 3.2222 -0.2956 -1.3966 0.0 0.0 0.0
H 4.7136 -0.0921 -3.3587 0.0 0.0 0.0
H 6.5236 -1.7358 -3.7116 0.0 0.0 0.0
H 6.8485 -3.5798 -2.0991 0.0 0.0 0.0
H 5.3688 -3.7734 -0.1306 0.0 0.0 0.0
H 3.5541 -2.1296 0.2196 0.0 0.0 0.0
C 4.4378 4.2935 4.0138 0.0 0.0 0.0
C 4.7795 2.9785 4.2984 0.0 0.0 0.0
C 4.2001 1.9403 3.5821 0.0 0.0 0.0
C 3.2788 2.2198 2.5831 0.0 0.0 0.0
C 2.9333 3.5333 2.3000 0.0 0.0 0.0
C 3.5141 4.5712 3.0156 0.0 0.0 0.0
H 4.8925 5.1031 4.5705 0.0 0.0 0.0
H 5.4979 2.7628 5.0788 0.0 0.0 0.0
H 4.4669 0.9143 3.8011 0.0 0.0 0.0
H 2.8256 1.4135 2.0202 0.1 0.0 0.0
H 2.2114 3.7462 1.5217 0.0 0.0 0.0
H 3.2468 5.5969 2.7956 0.0 0.0 0.0

---

No. 2
55
Properties=species:S:1:pos:R:3:forces:R:3 method="wB97M-V/def2-TZVPD" homo_lumo_gap_ev=8.24 charge=0 smiles="CN(CCCNC(=O)[C@H]1CCCN(S(=O)(=O)c2cnc[nH]2)C1)c1ccccc1" relative_energy_kj_mol=262.7
C -1.4865 -0.3812 2.7358 0.1 -0.1 -0.1
N -2.5528 -0.7203 1.8209 0.1 -0.1 0.1
C -3.7700 0.0394 1.9756 -0.2 0.4 0.0
C -3.6725 1.5119 1.5374 -0.1 -0.3 -0.3
C -3.5872 1.7262 0.0217 0.0 0.3 0.3
N -2.3558 1.2206 -0.5412 -0.3 -0.2 -0.1
C -1.2033 1.9175 -0.4714 0.2 -0.7 -0.3
O -1.1442 3.0793 -0.1213 0.1 0.5 0.2
C 0.0192 1.1123 -0.8991 0.1 0.5 0.0
C 0.2050 1.1368 -2.4197 0.0 -0.3 0.0
C 1.4469 0.3268 -2.7880 0.0 0.2 0.0
C 2.6708 0.8580 -2.0400 0.2 -0.3 -0.6
N 2.4524 0.9334 -0.6096 0.0 -0.8 0.6
S 2.6705 -0.5124 0.1957 0.9 0.3 0.0
O 2.4307 -1.6577 -0.6315 0.2 0.2 -0.1
O 2.0061 -0.4272 1.4686 0.0 0.3 0.0
C 4.4005 -0.4031 0.5481 -0.5 -0.3 -0.2
C 5.5725 -0.6824 -0.1055 -0.5 -0.1 -0.1
N 6.6241 -0.3133 0.6631 0.5 0.0 0.0
C 6.1175 0.1805 1.7609 -0.1 0.1 0.1
N 4.7681 0.1548 1.7405 -0.2 0.1 0.2
C 1.2740 1.6831 -0.2372 -0.7 0.1 0.5
C -2.2713 -1.4958 0.7183 0.0 -0.3 0.0
C -0.9680 -1.9703 0.4892 0.0 0.0 0.2
C -0.6678 -2.7409 -0.6174 -0.1 -0.1 -0.1
C -1.6454 -3.0759 -1.5393 0.1 -0.1 -0.1
C -2.9383 -2.6328 -1.3231 0.1 0.0 -0.1
C -3.2502 -1.8561 -0.2235 -0.2 0.1 0.1
H -0.7017 0.2206 2.2649 0.1 0.0 0.0
H -1.9021 0.1830 3.5682 0.0 0.0 0.0
H -1.0272 -1.2878 3.1348 0.1 0.0 0.0
H -4.0377 0.0210 3.0390 0.0 -0.1 -0.1
H -4.5834 -0.4444 1.4362 0.0 0.0 0.1
H -2.7965 1.9736 1.9950 0.0 0.1 0.1
H -4.5585 2.0329 1.9042 0.0 0.1 0.1
H -4.4241 1.2407 -0.4850 0.0 0.1 0.0
H -3.6173 2.8001 -0.1802 -0.1 -0.1 -0.1
H -2.3205 0.2316 -0.7461 0.1 0.1 0.0
H -0.0975 0.0714 -0.5756 -0.1 0.1 0.0
H -0.6749 0.7171 -2.9114 0.0 0.1 0.0
H 0.3196 2.1726 -2.7497 -0.1 0.1 0.0
H 1.6299 0.3780 -3.8622 0.0 0.0 0.0
H 1.2970 -0.7172 -2.5089 0.0 0.0 -0.1
H 3.5301 0.2042 -2.1963 0.1 0.1 -0.2
H 2.9231 1.8658 -2.3854 0.1 -0.1 0.1
H 5.7140 -1.1332 -1.0660 -0.1 -0.1 -0.2
H 6.6943 0.5610 2.5795 0.0 0.1 0.3
H 4.1036 0.4320 2.4459 0.1 0.0 0.1
H 1.1895 1.6320 0.8485 -0.1 0.2 -0.1
H 1.4108 2.7277 -0.5297 0.1 -0.1 0.0
H -0.1648 -1.7317 1.1657 0.1 0.1 0.1
H 0.3541 -3.0585 -0.7611 0.1 0.0 0.0
H -1.4064 -3.6729 -2.4056 0.0 -0.1 -0.1
H -3.7227 -2.8883 -2.0215 -0.1 0.0 0.0
H -4.2758 -1.5427 -0.1054 0.0 0.0 0.0

---

No. 3
16
Properties=species:S:1:pos:R:3:forces:R:3 method="wB97M-V/def2-TZVPD" homo_lumo_gap_ev="4.70 / 9.34" multiplicity=2 charge=0 relative_energy_kj_mol=192.8
C -1.8642 1.2140 1.1197 -0.7 1.3 2.5
N -1.4739 0.6958 -0.0536 1.0 -0.8 -1.2
H -2.8876 1.4811 1.4434 0.2 -0.6 -0.8
H -1.1865 1.8454 1.6939 0.4 -0.2 -0.2
H -0.1827 0.2119 -0.2946 -2.7 0.7 -0.9
H -2.2672 0.3128 -0.5602 0.3 -0.1 -0.1
C 0.5633 -1.7988 -0.5987 -0.1 1.2 2.2
N 0.8052 -0.3177 -0.6992 1.8 -1.0 -0.2
C 1.7980 0.3310 0.2572 -2.0 -1.4 0.2
H 0.9995 -2.3629 -1.4092 0.0 -0.1 -0.1
H -0.5114 -1.9556 -0.4370 0.2 0.0 -0.6
H 0.9930 -2.0397 0.3780 0.2 -0.7 -0.3
H 1.1496 -0.2025 -1.6537 -0.5 0.8 0.3
H 1.2747 0.4378 1.2325 0.4 -0.5 -0.5
H 2.6729 -0.3100 0.3495 0.3 0.7 -0.1
H 1.8342 1.3398 -0.0993 1.0 0.5 -0.3